{"formula": "C23H52IrO3P4S", "method": "ωB97M-V/def2-TZVPD", "max_force_ev_per_a": 3.5, "de_lowest_kcal_mol": 50.1, "spin_multiplicity": 5, "total_energy_ha": -3000.1868, "gap_ev": [8.90, 5.67], "s2": 6.029, "total_charge": 3, "homo_ev": [-16.114, -16.815], "elements": ["Ir", "S", "P", "P", "P", "P", "O", "O", "O", "C", "C", "C", "C", "C", "C", "C", "C", "C", "C", "C", "C", "C", "C", "C", "C", "C", "C", "C", "C", "C", "C", "C", "H", "H", "H", "H", "H", "H", "H", "H", "H", "H", "H", "H", "H", "H", "H", "H", "H", "H", "H", "H", "H", "H", "H", "H", "H", "H", "H", "H", "H", "H", "H", "H", "H", "H", "H", "H", "H", "H", "H", "H", "H", "H", "H", "H", "H", "H", "H", "H", "H", "H", "H", "H"], "positions_angstrom": [[-0.5570, -0.7718, 0.1988], [1.9671, 0.5493, -3.9118], [-0.2735, -1.6375, 2.2753], [-2.7157, -0.9635, -0.3840], [3.7087, 2.1802, -1.9652], [-0.8783, 1.4849, 0.5857], [0.6516, -2.9460, 2.1483], [-1.5322, -2.0483, 3.1386], [0.6266, -0.6038, 3.1486], [4.0176, 1.3238, -0.3940], [0.6574, -0.7811, -1.4803], [0.4942, 2.3439, 1.4614], [0.2119, 0.7010, -4.2473], [-0.3669, 1.9853, -4.4309], [-2.8306, -2.5092, -1.3148], [1.1335, 0.0942, -0.5139], [1.8670, -1.1001, 3.8002], [3.5768, 3.9276, -1.5342], [-0.6855, -0.3642, -4.5892], [-2.0250, -0.1616, -4.9681], [-0.0388, -4.1517, 1.5840], [-3.9966, -1.1322, 0.8908], [-3.5003, 0.2181, -1.5388], [-0.9376, 2.4175, -0.9847], [-1.6763, 2.1694, -4.9114], [5.2589, 1.9516, -2.8738], [2.4322, 0.0455, 4.5874], [-2.5680, 1.1192, -5.1332], [-1.5325, -2.0577, 5.5393], [1.0903, -5.0822, 1.1985], [-2.2731, 2.0288, 1.5822], [-2.0928, -1.3905, 4.3184], [2.4572, 1.8303, -3.0505], [1.5523, -1.9228, 4.4617], [1.7440, 0.3138, 5.3958], [-1.9910, 2.9906, 2.0281], [3.3721, -0.2863, 5.0316], [1.6783, -4.6497, 0.3726], [-2.9059, 0.3122, -2.4581], [0.3068, 2.8364, -4.2954], [-0.3605, -0.8344, -2.0191], [0.0746, 3.2238, 1.9686], [-1.0231, 3.4766, -0.7168], [-0.3236, -1.4011, -4.5804], [-2.6126, -2.2953, -2.3701], [-0.6743, -3.8802, 0.7105], [0.9049, 1.6674, 2.2173], [-1.9871, 3.1829, -5.1547], [-3.5914, -1.6419, 1.7738], [5.0894, 1.2647, -0.1543], [4.5438, 4.4536, -1.5750], [2.8850, 4.3973, -2.2454], [-3.1763, 2.1812, 0.9867], [-1.8675, -0.3176, 4.3097], [-4.7877, -1.7395, 0.4192], [-2.4711, 1.3199, 2.3947], [4.9927, 1.6465, -3.8938], [1.3802, -1.5507, -1.7780], [-1.7846, 2.1368, -1.6205], [-3.8658, -2.8534, -1.1885], [5.8631, 1.1488, -2.4172], [3.5133, 1.8074, 0.4540], [-0.0195, 2.2788, -1.5585], [2.0585, -0.2861, 0.0114], [-2.6647, -1.0221, -5.1489], [3.1597, 4.0544, -0.5240], [1.1665, 1.1605, -0.6153], [-0.6795, -4.5781, 2.3747], [-4.4002, -0.1474, 1.1643], [2.5710, -1.4631, 3.0362], [-1.7373, -3.1317, 5.5188], [0.6540, -6.0361, 0.8846], [1.3130, 2.7042, 0.8204], [2.6274, 0.9316, 3.9762], [-2.1171, -3.2388, -0.9094], [-0.4499, -1.9208, 5.5857], [-3.1715, -1.5150, 4.2230], [-3.6257, 1.2764, -5.4252], [3.6525, 0.2937, -0.4470], [1.7548, -5.2691, 2.0540], [-1.9639, -1.6389, 6.4492], [5.8535, 2.8811, -2.9041], [-4.4938, -0.1857, -1.7916], [-3.6358, 1.1958, -1.0627]], "mulliken_spin": [1.51, 0.64, 0.29, 0.12, 0.11, -0.04, 0.04, 0.05, 0.06, 0.01, 0.62, 0.05, 0.01, 0.08, 0.09, 0.09, 0.01, 0.01, 0.08, -0.03, 0.02, 0.07, 0.01, 0.03, -0.04, 0.01, 0.00, 0.13, 0.00, -0.01, 0.05, 0.01, 0.00, 0.00, 0.00, 0.00, 0.00, 0.00, 0.00, 0.00, -0.04, 0.00, 0.00, 0.00, -0.01, 0.00, -0.02, 0.00, -0.01, 0.01, 0.01, 0.00, 0.00, 0.00, 0.01, -0.01, 0.00, -0.01, 0.00, 0.01, 0.00, 0.00, -0.01, 0.05, 0.00, 0.00, -0.02, 0.00, 0.00, 0.00, 0.00, 0.00, 0.00, 0.00, -0.04, 0.00, 0.00, 0.00, -0.01, 0.00, 0.00, 0.00, 0.00, 0.00]}